Computed, not measured: an isolated molecule of C8H5N3O2, with ωB97M-V with the def2-TZVPD basis set.

**LUMO level (alpha / beta)**: -0.795 / -0.795 eV
**Energy above the lowest of the compared OMol25 structures with the same formula, charge and spin**: 113.42 kcal per mole
**Multiplicity**: 1
**E**: -622.33250 a.u.
**HOMO energy (alpha / beta)**: -8.272 / -8.271 eV
**Total charge**: 0

```
18
Properties=species:S:1:pos:R:3:mulliken_charge:R:1
C -0.7303 -1.6230 0.8562 -0.746
C -0.8684 1.3895 -0.5570 0.043
C 1.3403 -1.0768 -0.1883 -0.136
C 1.8704 1.0252 0.3777 -0.292
C -1.2468 -0.3598 0.6878 0.647
C -0.3205 0.8822 0.6705 0.318
C -2.5103 -0.0747 0.0407 0.442
C 1.3622 0.2956 -0.8046 -0.081
N 0.5265 -1.7180 0.4766 -0.471
N 0.9099 1.0707 1.2347 -0.627
N -0.0547 0.3922 -0.9007 -0.378
O -3.3408 -0.9259 -0.1240 -0.543
O -2.2499 1.0665 -0.6549 -0.383
H -1.0695 -2.4162 1.4465 0.496
H -0.7878 2.3386 -0.9258 0.521
H 2.1553 -1.6904 -0.4529 0.439
H 2.9672 0.9770 0.5520 0.380
H 2.0473 0.4473 -1.7344 0.372
```

***

Computed, not measured: a structure of composition C52H72BrIN11O2, with ωB97M-V with the def2-TZVPD basis set.

**LUMO level**: -5.385 eV
**Multiplicity**: 1
**E**: -5648.77563 a.u.
**HOMO energy**: -9.601 eV
**Total charge**: +1

```
139
Properties=species:S:1:pos:R:3:mulliken_charge:R:1
C -3.8782 -1.1980 3.4514 -0.980
C -4.5251 -2.0578 2.4013 0.750
O -4.6418 -3.2568 2.5084 -0.548
O -5.0098 -1.3680 1.3101 -0.351
C -4.3929 -1.6876 0.0859 -1.049
C -2.8558 -1.6200 0.1145 -0.778
C -2.2762 -0.9958 -1.1476 1.059
C -1.6543 0.4338 -1.1034 0.716
C -1.9673 1.3897 0.0737 -1.998
C -3.0448 2.4232 -0.1854 -0.065
C -2.9344 3.5166 0.8751 -1.461
Br -4.7975 1.5911 -0.0616 -0.077
C -0.1141 0.1376 -0.9917 -1.032
C 0.0230 -1.3867 -1.0397 -0.939
N -1.1861 -1.7992 -1.8066 -0.408
C -1.3663 -3.2697 -1.9839 -0.484
I -0.8444 -1.1293 -3.8162 0.396
H -2.9036 -1.6267 3.6581 0.340
H -3.7294 -0.1804 3.1148 0.231
H -4.4711 -1.2265 4.3549 0.368
H -4.6854 -2.6842 -0.2370 0.385
H -4.7731 -0.9906 -0.6467 0.323
H -2.5129 -2.6476 0.1853 0.451
H -2.4648 -1.1249 0.9965 0.420
H -3.0752 -1.0148 -1.8890 -0.236
H -1.9327 1.0058 -1.9779 0.630
H -2.1872 0.8777 1.0057 0.493
H -1.0711 1.9769 0.2516 0.524
H -2.9625 2.8298 -1.1858 0.511
H -2.6056 3.0254 1.7853 0.349
H -2.2130 4.2638 0.5686 0.339
H -3.9013 3.9479 1.0900 0.516
H 0.5203 0.6910 -1.6726 0.275
H 0.2539 0.3971 -0.0051 0.588
H -0.1863 -1.6807 -0.0136 0.448
H 0.9449 -1.8324 -1.3782 0.446
H -1.7059 -3.7397 -1.0716 0.403
H -0.3975 -3.6853 -2.2326 0.081
H -2.0251 -3.4751 -2.8142 0.360
N -1.0238 2.5568 -5.0555 0.114
C -1.2874 2.0599 -6.3085 -0.393
C -1.7568 3.0861 -7.0780 -0.725
C -1.7685 4.2524 -6.2677 -0.364
C -1.3178 3.8979 -5.0262 -0.349
H -0.6671 2.0222 -4.2859 0.079
H -1.1173 1.0228 -6.5464 0.331
H -2.0506 3.0141 -8.1110 0.414
H -2.0730 5.2406 -6.5671 0.421
H -1.1750 4.4836 -4.1338 0.453
N 3.7922 -3.8666 -2.6602 -0.030
C 4.9307 -4.1547 -1.9619 -0.692
C 4.5665 -4.5417 -0.7011 -0.352
C 3.1495 -4.4818 -0.6331 -0.627
C 2.6983 -4.0662 -1.8583 -0.787
H 3.7700 -3.5668 -3.6178 0.301
H 5.8974 -4.0715 -2.4267 0.393
H 5.2396 -4.8459 0.0836 0.563
H 2.5304 -4.7370 0.2115 0.638
H 1.6997 -3.9086 -2.2279 0.449
N -3.9829 6.7122 2.5606 0.103
C -2.8288 6.4285 3.2358 -0.780
C -3.1678 6.0944 4.5162 -0.167
C -4.5822 6.1903 4.6266 -0.643
C -5.0556 6.5808 3.4024 -0.465
H -4.0315 6.9676 1.5924 0.147
H -1.8720 6.4695 2.7444 0.408
H -2.4700 5.8082 5.2850 0.535
H -5.1814 5.9909 5.4991 0.435
H -6.0588 6.7620 3.0571 0.400
N 6.2188 -0.5823 -4.8908 0.015
C 6.4113 -1.6690 -4.0782 -0.773
C 7.6294 -2.2114 -4.3873 0.161
C 8.1941 -1.4241 -5.4260 -0.862
C 7.3024 -0.4275 -5.7129 -0.403
H 5.4123 0.0109 -4.8856 0.173
H 5.6735 -1.9547 -3.3500 0.432
H 8.0705 -3.0772 -3.9211 0.479
H 9.1470 -1.5723 -5.9039 0.404
H 7.3469 0.3762 -6.4269 0.386
N 3.7359 -4.1212 2.7845 0.173
C 4.8894 -4.4324 3.4540 -0.542
C 4.5479 -4.8464 4.7123 -0.377
C 3.1307 -4.7855 4.8073 -0.584
C 2.6585 -4.3322 3.6033 -0.587
H 3.6956 -3.7849 1.8403 0.245
H 5.8505 -4.3334 2.9796 0.444
H 5.2347 -5.1605 5.4793 0.422
H 2.5281 -5.0445 5.6618 0.461
H 1.6541 -4.1458 3.2636 0.373
N -4.1809 8.3870 -2.0637 0.024
C -4.9209 7.2408 -2.2064 -0.654
C -4.3924 6.5309 -3.2520 -0.361
C -3.2929 7.2780 -3.7604 -0.128
C -3.1847 8.4105 -2.9993 -0.765
H -4.3523 9.1125 -1.3910 0.203
H -5.7644 7.0378 -1.5675 0.426
H -4.7633 5.5908 -3.6251 0.471
H -2.6649 7.0169 -4.5953 0.398
H -2.4987 9.2375 -3.0562 0.385
N 9.1211 -4.9832 -1.4457 0.083
C 9.5544 -6.1468 -0.8677 -0.358
C 10.9127 -6.2057 -1.0162 -0.529
C 11.3163 -5.0317 -1.7095 -0.511
C 10.1898 -4.2978 -1.9604 -0.426
H 8.1678 -4.6805 -1.4851 0.228
H 8.8627 -6.8278 -0.4030 0.367
H 11.5488 -7.0008 -0.6668 0.389
H 12.3191 -4.7593 -1.9903 0.398
H 10.0578 -3.3509 -2.4551 0.384
N -6.2170 -1.3855 -3.4406 0.027
C -6.7660 -2.5611 -3.8714 -0.608
C -5.9622 -3.0631 -4.8595 -0.488
C -4.8843 -2.1527 -5.0327 -0.425
C -5.0702 -1.1276 -4.1421 -0.616
H -6.6012 -0.7981 -2.7237 0.237
H -7.6771 -2.9383 -3.4409 0.420
H -6.1301 -3.9775 -5.4020 0.423
H -4.0721 -2.2380 -5.7355 0.444
H -4.4908 -0.2386 -3.9519 0.650
N 2.1574 -1.6095 5.4856 0.189
C 2.0376 -0.3521 4.9619 -0.840
C 1.0507 0.3020 5.6563 -0.250
C 0.5586 -0.5969 6.6387 -0.421
C 1.2611 -1.7661 6.5048 -0.528
H 2.8033 -2.3149 5.1732 0.185
H 2.6658 -0.0288 4.1492 0.392
H 0.7209 1.3132 5.4855 0.522
H -0.2169 -0.4030 7.3596 0.410
H 1.2037 -2.6911 7.0524 0.374
N -2.7042 3.2337 6.8785 0.154
C -1.3665 3.5240 6.8297 -0.274
C -0.7281 2.7201 7.7335 -0.693
C -1.7197 1.9151 8.3569 -0.435
C -2.9269 2.2591 7.8117 -0.723
H -3.4107 3.6716 6.3164 0.163
H -0.9856 4.2695 6.1536 0.427
H 0.3311 2.7065 7.9278 0.486
H -1.5630 1.1690 9.1175 0.501
H -3.9197 1.8898 8.0018 0.431
```

***

Computed, not measured: a cluster of 7 separate species, C16H46O11S7 in total, with ωB97M-V with the def2-TZVPD basis set.

**LUMO level**: 0.178 eV
**Energy above the lowest of the compared OMol25 structures with the same formula, charge and spin**: 45.50 kcal per mole
**Multiplicity**: 1
**E**: -4251.85666 a.u.
**HOMO energy**: -8.828 eV
**Total charge**: 0

```
80
Properties=species:S:1:pos:R:3:mulliken_charge:R:1
O -6.7754 2.6755 1.9521 -0.604
S -7.5061 2.1433 0.8092 1.132
O -8.9489 2.4360 0.6222 -0.586
O -6.7761 2.7532 -0.5723 -0.311
C -5.3539 2.9845 -0.6818 -0.208
C -5.0802 4.0388 -1.7767 -1.178
C -7.1217 0.3795 0.5722 -0.899
H -4.7905 2.0679 -0.8567 0.312
H -4.9770 3.3430 0.2760 0.340
H -5.5255 4.9612 -1.4040 0.306
H -5.5770 3.7744 -2.7102 0.308
H -4.0152 4.2704 -1.7929 0.376
H -7.8259 0.0920 -0.2086 0.321
H -7.5102 -0.1990 1.4104 0.368
H -6.0458 0.2303 0.4815 0.322
O 4.3132 -3.6872 5.2982 -0.576
S 5.2654 -4.5492 6.0429 1.098
O 4.9044 -5.9281 6.3901 -0.577
O 6.6708 -4.5890 5.1828 -0.302
C 7.2441 -3.3498 4.7021 -0.179
C 7.8087 -3.7584 3.3126 -1.233
C 5.9290 -3.6031 7.4911 -0.928
H 8.0698 -2.9280 5.2752 0.299
H 6.5394 -2.5258 4.5901 0.376
H 7.0898 -3.7171 2.4943 0.289
H 8.3692 -4.6932 3.3090 0.329
H 8.6397 -3.0917 3.0822 0.375
H 5.2468 -3.8047 8.3170 0.387
H 5.9222 -2.5277 7.3130 0.322
H 6.9184 -4.0068 7.7057 0.320
C -0.2259 -5.0390 -6.7489 -0.846
S -1.4603 -4.1766 -7.7869 0.483
O -1.0273 -2.6866 -7.8137 -0.597
C -2.6307 -4.2666 -6.3424 -0.871
H 0.6028 -5.1623 -7.4462 0.309
H -0.5920 -6.0025 -6.3943 0.352
H 0.0565 -4.4413 -5.8822 0.257
H -3.6257 -4.0128 -6.7081 0.320
H -2.3895 -3.5853 -5.5265 0.260
H -2.7176 -5.2871 -5.9692 0.333
C -1.1588 -1.3119 6.3327 -0.851
S -0.7451 0.4558 6.7937 0.468
O 0.6089 0.8982 6.2204 -0.587
C -1.8589 1.1018 5.4862 -0.877
H -2.1627 -1.6208 6.6240 0.348
H -0.3857 -1.9010 6.8260 0.306
H -1.0263 -1.4504 5.2596 0.256
H -2.8816 0.8202 5.7370 0.354
H -1.6490 0.6752 4.5054 0.266
H -1.7457 2.1796 5.3691 0.318
C 1.2505 -2.3267 -0.0689 -0.956
S -0.2902 -1.8130 -0.9362 0.469
O -0.8873 -0.6713 -0.0765 -0.608
C 0.5537 -1.0063 -2.4105 -0.854
H 1.4588 -3.3784 -0.2652 0.362
H 1.1220 -2.3115 1.0134 0.335
H 2.2231 -1.8805 -0.2763 0.323
H 1.4622 -1.5379 -2.6934 0.311
H 0.8583 -0.0201 -2.0603 0.297
H -0.1230 -0.9625 -3.2639 0.318
C -1.4185 6.1269 -6.6947 -0.891
S -0.8038 4.3229 -6.7448 0.473
O -0.7430 3.9895 -5.2668 -0.585
C -2.3404 3.5763 -7.4413 -0.869
H -1.3723 6.6612 -7.6436 0.334
H -0.8317 6.5540 -5.8815 0.331
H -2.4134 6.0514 -6.2559 0.271
H -2.7150 3.9346 -8.4001 0.357
H -3.1529 3.7701 -6.7410 0.270
H -2.2203 2.4958 -7.5204 0.308
C 3.4255 2.3845 1.8514 -0.920
S 3.4178 4.1726 1.8049 0.507
O 4.8660 4.6300 1.6960 -0.621
C 2.6478 4.2350 0.1415 -0.881
H 4.0964 1.8937 1.1463 0.332
H 2.4476 1.9360 1.6763 0.337
H 3.8413 2.0682 2.8080 0.321
H 1.8061 3.5489 0.0476 0.299
H 3.4129 3.9356 -0.5748 0.315
H 2.3348 5.2429 -0.1310 0.311
```

***

Computed, not measured: a structure of composition C26H31AsAuBF6N3O3S, with ωB97M-V with the def2-TZVPD basis set.

**LUMO level (alpha / beta)**: -3.557 / -4.480 eV
**Energy above the lowest of the compared OMol25 structures with the same formula, charge and spin**: 0.00 kcal per mole
**Multiplicity**: 3
**E**: -4792.81833 a.u.
**HOMO energy (alpha / beta)**: -8.964 / -10.304 eV
**Total charge**: +1

```
73
Properties=species:S:1:pos:R:3:mulliken_charge:R:1
Au -3.5973 0.0341 0.3853 0.178
F 2.4788 1.3868 -2.7052 -0.356
C 2.2466 1.0050 -1.3641 0.169
C 0.9822 0.8360 -0.9621 -0.595
C 0.7662 0.5338 0.4098 -0.124
C -0.5670 0.3016 0.9127 1.568
O -1.4923 0.0813 0.0059 -0.375
C -0.7479 0.3548 2.3175 0.154
C 0.3160 0.6489 3.1320 -0.941
N 1.6021 0.6863 2.6919 0.203
C 2.7002 0.7052 3.5942 -0.765
C 3.3818 -0.5301 3.9294 -0.265
C 2.5306 0.0744 4.9874 -0.994
C 1.9098 0.6669 1.3436 0.211
C 3.2468 0.6888 0.8789 0.006
C 3.4089 0.7908 -0.5125 -1.109
N 4.6803 0.7082 -1.0018 0.389
C 5.5386 -0.3947 -0.5063 -0.594
C 6.3497 -0.9577 -1.6846 -0.909
N 7.1365 0.1413 -2.3050 -0.096
C 6.3615 1.3396 -2.6937 -0.794
C 5.3198 1.8097 -1.7173 -0.569
C -1.9852 0.0850 3.1263 0.623
O -1.7919 0.0456 4.3392 -0.683
O -3.2012 -0.0477 2.6710 -0.489
H 0.0949 0.8878 -1.6108 0.559
H 0.1337 0.9015 4.1693 0.789
H 3.3366 1.5635 3.5646 0.622
H 4.4303 -0.3175 4.1187 0.289
H 3.1074 -1.5003 3.4962 0.240
H 3.0802 0.6030 5.7467 0.263
H 1.5816 -0.3668 5.3223 0.390
H 4.1282 0.7323 1.5623 0.394
H 4.8733 -1.1614 -0.1306 0.481
H 6.2651 -0.0630 0.2498 0.392
H 5.6718 -1.3051 -2.4724 0.362
H 7.0393 -1.7092 -1.3345 0.431
H 7.6766 -0.1542 -3.1053 0.342
H 7.8892 0.4431 -1.7046 0.414
H 5.9381 1.1951 -3.7088 0.349
H 7.1334 2.1292 -2.8338 0.374
H 4.5750 2.3491 -2.2520 0.391
H 5.7620 2.5555 -1.0328 0.304
F -3.5309 4.5216 0.8899 -0.321
B -2.7421 3.5059 0.3808 0.383
F -1.9315 2.8538 1.3486 -0.267
F -1.9379 4.0033 -0.6940 -0.399
F -3.7661 2.5246 -0.2109 -0.127
C -5.7116 -1.3734 -2.6174 -0.856
As -6.2653 0.2685 -1.6977 0.665
C -8.1726 0.5829 -2.2583 -0.973
C -5.1020 1.6517 -2.5775 -0.970
S -5.9502 0.2377 0.4523 -0.483
H -5.7344 -1.2217 -3.7036 0.418
H -6.4091 -2.2489 -2.3837 0.335
H -4.7114 -1.7668 -2.3177 0.128
H -8.4736 0.1907 -3.2366 0.363
H -8.3517 1.6664 -2.3404 0.360
H -8.8456 0.2297 -1.4743 0.350
H -5.4098 1.7150 -3.6244 0.487
H -4.0465 1.3087 -2.5174 0.250
H -5.2103 2.5739 -2.0258 0.283
F -1.9723 -5.9482 0.1971 -0.321
C -2.3045 -4.6418 0.2305 0.407
C -2.0609 -3.8293 -0.8894 -0.720
C -2.3485 -2.4911 -0.7465 0.088
C -2.8897 -1.9591 0.4091 -0.148
C -3.2268 -2.7910 1.4622 -0.170
C -2.8003 -4.0915 1.3935 -0.676
H -1.6713 -4.2829 -1.7922 0.428
H -2.1126 -1.7705 -1.5763 0.413
H -3.7075 -2.4073 2.3883 0.427
H -2.8931 -4.7878 2.2150 0.423
```

***

Computed, not measured: a structure of composition C4H3CuLiNaO2, with ωB97M-V with the def2-TZVPD basis set.

**LUMO level**: -7.961 eV
**Energy above the lowest of the compared OMol25 structures with the same formula, charge and spin**: 0.00 kcal per mole
**Multiplicity**: 1
**E**: -2114.33941 a.u.
**HOMO energy**: -16.011 eV
**Total charge**: +2

```
12
Properties=species:S:1:pos:R:3:mulliken_charge:R:1
C -0.9605 0.5104 -0.2853 0.274
O -1.4876 0.9539 -1.2604 -0.631
Li -3.0114 1.9197 -1.9058 0.953
Na 2.4807 0.8089 0.7989 0.949
C 0.1242 -0.5808 2.2506 -0.424
C 0.4395 -0.9843 1.1189 -0.451
C 0.2635 -0.7002 -0.3031 0.409
O 1.3541 -0.1163 -0.8825 -0.743
Cu 1.9889 -0.0083 -2.9658 0.696
H 0.2277 -0.6289 3.3264 0.410
H -0.1245 -1.5862 -0.8352 0.357
H -1.2945 0.4122 0.9431 0.201
```

***

Computed, not measured: an isolated molecule of C5H8, with ωB97M-V with the def2-TZVPD basis set.

**LUMO level**: 1.003 eV
**Energy above the lowest of the compared OMol25 structures with the same formula, charge and spin**: 78.25 kcal per mole
**Multiplicity**: 1
**E**: -195.16733 a.u.
**HOMO energy**: -9.007 eV
**Total charge**: 0

```
13
Properties=species:S:1:pos:R:3:mulliken_charge:R:1
C -0.0594 -0.4150 1.0883 -0.946
C -1.5283 0.0812 -0.8493 -0.477
C -0.4866 0.7917 -1.2828 -0.188
C 0.7926 0.7895 -0.9633 -0.485
C 1.1798 -0.0871 0.2748 -0.263
H -0.3843 -1.4652 1.0335 0.231
H -0.1091 -0.0676 2.1105 0.366
H -1.4711 -0.9930 -1.0221 0.290
H -2.3787 0.3921 -0.2393 0.336
H -0.7346 0.2971 0.5855 0.229
H 1.6052 1.2545 -1.5107 0.367
H 1.6577 -0.9939 -0.1264 0.247
H 1.9169 0.4156 0.9012 0.293
```

***

Table of maximum force (eV Å⁻¹), in record order: 4.44 2.06 3.85 3.55 5.24 1.89